1.
{
  "formula": "CH6N3O",
  "method": "ωB97M-V/def2-TZVPD",
  "species": ["C", "N", "N", "N", "O", "H", "H", "H", "H", "H", "H"],
  "coordinates": [[0.55, 0.07, -0.11], [1.51, 0.88, 0.16], [-1.66, 0.97, -0.07], [0.70, -1.23, -0.06], [-2.21, -0.20, 0.07], [1.40, 1.82, -0.13], [2.37, 0.70, 0.68], [-1.77, 1.17, -1.10], [1.48, -1.73, -0.44], [-0.03, -1.93, -0.01], [-2.31, -0.53, 1.00]],
  "gap_ev": [8.03, 9.45],
  "e_lumo_ha": [-0.214, -0.176],
  "de_lowest_kcal_mol": 88.6,
  "charge": 1
}

=====

2.
{
  "formula": "C6H12N2O4",
  "method": "ωB97M-V/def2-TZVPD",
  "species": ["C", "C", "C", "C", "C", "C", "H", "H", "H", "H", "H", "H", "H", "H", "H", "H", "H", "H", "N", "N", "O", "O", "O", "O"],
  "coordinates": [[1.78, 0.63, -0.83], [0.60, -0.45, -0.82], [2.60, 0.18, 0.38], [1.79, 0.11, 1.68], [-1.59, -0.72, 0.29], [-2.83, 0.07, 0.13], [2.05, 2.43, 0.64], [1.56, 2.75, -1.56], [2.47, 0.44, -1.60], [3.44, 0.87, 0.49], [2.51, -1.82, 1.18], [2.62, -0.38, 2.47], [0.94, -0.64, 1.50], [1.55, 1.04, 2.28], [-0.20, 1.11, 0.27], [-1.67, -1.24, 1.47], [-1.76, -1.84, -0.35], [-4.66, -0.09, 0.47], [1.36, 1.84, -0.48], [-0.47, 0.19, -0.18], [0.43, -1.53, -1.30], [2.86, -1.17, 0.10], [-3.06, 1.39, -0.06], [-3.87, -0.66, 0.31]],
  "gap_ev": 9.06,
  "e_lumo_ha": -0.002,
  "de_lowest_kcal_mol": 216.9
}

=====

3.
{
  "formula": "C2H4Ag2F3NO6SV2",
  "method": "ωB97M-V/def2-TZVPD",
  "species": ["V", "V", "N", "H", "H", "H", "H", "Ag", "Ag", "C", "F", "F", "F", "S", "O", "O", "O", "C", "O", "O", "O"],
  "coordinates": [[-0.77, -2.31, -0.80], [-0.43, 0.52, 2.08], [-3.30, 2.63, -0.71], [-3.51, 3.59, -1.00], [-2.56, 2.20, -1.29], [-4.13, 2.04, -0.77], [-3.04, 2.57, 0.27], [-0.25, 0.98, -4.03], [0.26, 3.72, -1.08], [3.03, -2.75, 1.92], [2.51, -3.42, 2.91], [3.95, -1.92, 2.41], [3.57, -3.52, 1.04], [1.80, -1.57, 1.08], [1.27, -0.61, 2.11], [2.54, -1.04, -0.03], [0.67, -2.42, 0.67], [-0.36, 0.33, -1.20], [-0.51, 1.57, -1.55], [-0.65, -0.03, 0.00], [-0.10, -0.59, -2.04]],
  "gap_ev": [7.56, 7.74],
  "e_lumo_ha": [-0.565, -0.561],
  "spin_multiplicity": 7,
  "charge": 4
}

=====

4.
{
  "formula": "C4H8AgO2",
  "method": "ωB97M-V/def2-TZVPD",
  "species": ["H", "O", "C", "C", "H", "H", "H", "C", "H", "H", "C", "H", "H", "O", "Ag"],
  "coordinates": [[-0.19, 1.08, -1.61], [-0.57, -2.41, 2.26], [-0.36, -1.88, 1.18], [-1.21, -0.96, 0.44], [0.19, -2.89, 2.68], [-1.91, -0.50, 1.16], [-1.81, -1.66, -0.18], [-0.52, 0.07, -0.46], [-1.14, 0.95, -0.23], [-0.04, -0.58, -1.22], [1.23, 1.24, -0.22], [2.04, 0.49, -0.30], [0.92, 1.78, 0.69], [0.98, 1.85, -1.38], [2.38, 3.43, -2.81]],
  "gap_ev": [8.20, 7.12],
  "e_lumo_ha": [-0.322, -0.362],
  "spin_multiplicity": 2,
  "de_lowest_kcal_mol": 100.4,
  "charge": 2
}

=====

5.
{
  "formula": "C4H12N3",
  "method": "ωB97M-V/def2-TZVPD",
  "species": ["C", "C", "C", "C", "N", "N", "N", "H", "H", "H", "H", "H", "H", "H", "H", "H", "H", "H", "H"],
  "coordinates": [[1.65, -0.87, -0.48], [0.55, -1.07, 0.57], [-0.33, 0.07, 0.58], [-0.44, 1.21, 1.38], [-1.55, 1.98, 1.37], [-1.13, 0.18, -0.69], [0.87, -0.94, -1.73], [2.28, 0.09, -0.33], [2.26, -1.77, -0.49], [0.99, -1.09, 1.57], [0.03, -2.01, 0.33], [0.36, 1.76, 1.89], [-1.39, 2.88, 1.74], [-2.38, 1.46, 1.66], [-1.76, -0.52, -0.97], [-1.56, 1.14, -0.75], [0.38, -1.86, -1.68], [1.45, -0.71, -2.49], [-0.26, 0.07, -1.49]],
  "gap_ev": 9.25,
  "e_lumo_ha": -0.105,
  "de_lowest_kcal_mol": 63.7,
  "charge": 1
}

=====

6.
{
  "formula": "C2H3Li2O2",
  "method": "ωB97M-V/def2-TZVPD",
  "species": ["H", "O", "C", "C", "O", "Li", "Li", "H", "H"],
  "coordinates": [[-0.75, -1.88, -0.91], [0.22, 1.12, 0.02], [0.53, -0.16, 0.40], [-0.54, -1.17, 0.18], [-1.50, -0.78, -0.55], [-1.46, 1.20, -0.68], [1.30, 2.52, 0.17], [0.78, -0.26, 1.48], [1.42, -0.59, -0.12]],
  "gap_ev": 8.36,
  "e_lumo_ha": -0.161,
  "charge": 1
}

=====

In the order shown, the computed max |F| values come out to 2.23, 10.34, 2.78, 3.50, 3.96, 4.68 eV/Å.
In the order shown, the computed energy values come out to -7640.7435, -17578.3063, -94228.7627, -12345.5384, -8804.9727, -6619.4129 eV.